Entry i
DFT (ωB97M-V/def2-TZVPD) results for a cluster of 2 separate species, C4H13N in total.

```
18
Properties=species:S:1:pos:R:3:mulliken_charge:R:1
C -1.04663 -0.21061 1.68828 -0.6020
C 2.90503 0.11691 -1.30955 -0.8507
H -1.06711 0.66208 2.33021 0.3238
H -1.35052 -0.45589 -0.96729 0.2595
H -2.66006 0.60059 0.79169 0.2632
H 3.53493 0.34344 -2.16476 0.3141
H 2.11818 2.11531 -1.58692 0.2876
N -2.30429 -0.33438 0.94374 -0.4030
C 2.19296 1.37782 -0.79567 -0.5866
H 2.18102 -0.63072 -1.61647 0.2514
H -0.90660 -1.07336 2.34962 0.2876
H -0.17415 -0.18525 1.03077 0.0653
C -2.12361 -0.95598 -0.37065 -0.8004
H 1.19297 1.12506 -0.45250 0.0491
H 2.71563 1.83145 0.04656 0.2705
H -3.05608 -0.86516 -0.92282 0.3217
H 3.57635 -0.34128 -0.58197 0.2658
H -1.89774 -2.01646 -0.24762 0.2830
```

Its gap between HOMO and LUMO is 9.93 eV. The LUMO energy is 1.035 eV. Its SMILES is CNC.CC.



Entry ii
DFT (ωB97M-V/def2-TZVPD) results for a cluster of 2 separate species, C4H13N in total.

```
18
Properties=species:S:1:pos:R:3:mulliken_charge:R:1
H -1.13665 1.22066 0.01739 0.4038
H 2.74374 2.59788 0.99451 0.2995
H 2.98248 0.97658 0.33007 0.2396
H -1.27222 -0.23898 0.92624 0.2904
C 2.27315 1.62391 0.85278 -0.6158
C -1.05817 0.13789 -0.07593 -1.0645
H 2.79227 0.77846 2.63492 0.2301
H -0.95407 -2.49804 -0.66715 0.3086
H -0.53625 -1.71586 -2.17751 0.3053
H -0.01980 -0.14810 -0.26025 0.2423
C -1.36982 -1.92539 -1.50335 -1.1719
N 1.93662 1.08934 2.18589 -0.5655
C -1.98579 -0.58214 -1.05613 -0.2220
H -2.07148 -0.01597 -1.97605 0.2419
H -2.11695 -2.55174 -1.98864 0.3448
H -2.96491 -0.71898 -0.59233 0.3092
H 1.35772 1.74319 0.27275 0.2057
H 1.40011 0.22729 2.08280 0.2186
```

Its gap between HOMO and LUMO is 10.43 eV. The LUMO energy is 1.074 eV. Its SMILES is CCC.CN.



Stability, lowest: entry i



Entry i
DFT (ωB97M-V/def2-TZVPD) results for a cluster of 2 separate species, C4H13N in total.

```
18
Properties=species:S:1:pos:R:3:mulliken_charge:R:1
H 2.85201 0.46915 -0.83391 0.2011
H 4.15528 0.17204 0.30531 0.2648
H 2.01321 -0.94355 1.12457 0.2517
C -1.97357 0.57523 -1.43326 -0.7264
H 1.01489 0.62872 1.03561 0.2498
H 3.40732 1.78004 0.23517 0.2933
H -2.22618 -1.28682 1.34089 0.3264
H -1.00073 -1.48647 0.08084 0.2575
N -2.26991 0.09832 -0.11987 -0.3383
H -2.35217 -0.11427 -2.17168 0.3276
C -2.07429 -1.32910 0.31353 -0.9143
H -0.87244 0.38441 -1.61121 0.2019
H -2.62934 -2.09677 -0.08868 0.3605
H -2.22756 1.63197 -1.71326 0.2939
C 3.16884 0.71061 0.25061 -0.8000
C 2.02135 0.17184 1.09090 -0.7748
H -3.23110 0.19305 0.07763 0.2148
H 2.22439 0.44160 2.11682 0.3107
```

Its gap between HOMO and LUMO is 9.77 eV. The LUMO energy is 1.105 eV. Its SMILES is CNC.CC.



Entry ii
DFT (ωB97M-V/def2-TZVPD) results for a cluster of 2 separate species, C4H13N in total.

```
18
Properties=species:S:1:pos:R:3:mulliken_charge:R:1
H -4.38401 -0.73820 1.15668 0.2407
C 5.54074 1.37748 0.34417 -0.7963
H 4.75371 2.05782 0.02381 0.2573
H -2.63142 -0.65098 -2.36385 0.2428
C -4.14566 -0.33987 -1.00947 -0.3528
C 4.91330 0.60836 1.70656 -0.7627
H 6.56135 1.86139 0.29391 0.2886
H -4.88696 0.10532 -1.64481 0.2843
H -5.84233 -0.54958 0.23424 0.2722
H 5.53837 -0.29497 1.78599 0.2319
N -3.07907 -1.26491 -1.64221 -0.6409
H 3.85368 0.44009 1.73988 0.3012
H 5.22344 1.26888 2.50625 0.2462
H 5.66881 0.61197 -0.46515 0.2339
H -3.74722 0.67432 -0.62293 0.2640
H -3.52918 -2.05834 -2.19399 0.2435
H -4.96103 -2.09476 -0.06039 0.2519
C -4.84653 -1.01403 0.21132 -0.8057
```

Its gap between HOMO and LUMO is 10.75 eV. The LUMO energy is 1.182 eV. Its SMILES is CCN.CC.



Stability, lowest: entry i



Entry i
DFT (ωB97M-V/def2-TZVPD) results for the molecule C16H21N3O2.

```
42
Properties=species:S:1:pos:R:3:mulliken_charge:R:1
C -0.87177 2.49680 -0.78663 0.4018
H 0.29241 -2.46992 1.07470 1.1556
H 3.89487 -3.40847 0.40416 0.4640
C 0.10774 1.60495 2.50886 -1.3109
C -2.25888 1.75119 -1.32508 -0.7632
H -1.98143 2.99502 -4.79401 0.1131
H 0.08225 0.91824 3.27429 0.5233
C -0.57838 3.45313 -3.26116 -0.6560
H -2.14719 -2.13564 -0.11335 0.2990
C -1.30486 -0.03948 0.87640 0.0075
N 0.43412 3.18548 0.91541 -0.8470
H -0.73912 -3.95499 -1.01855 0.1633
H 0.60956 -2.69988 -1.15765 0.8319
C -2.45738 2.09775 -2.66513 -0.6068
C 1.26492 3.57653 2.99845 -1.7247
C -0.57565 1.06511 1.10478 0.9185
C -1.25223 -1.90073 -0.89484 -1.1210
C 0.46220 2.75636 2.13193 0.9135
O -2.24265 -0.74232 1.39861 -0.7134
H -0.73207 -3.60697 1.13249 0.5597
N -0.78713 -0.67366 -0.36818 0.1795
H -1.63962 -1.76634 -1.79893 0.6292
H 1.56103 4.43627 2.78480 0.5906
H 2.06233 -3.48067 2.17336 0.3531
O 0.90932 -4.26888 0.69482 -0.4052
H -3.66270 1.63496 -2.89546 0.0594
C 0.06438 -3.26139 0.72068 -1.7303
H 0.89889 3.64316 -1.32877 0.2170
N -0.48402 2.14520 0.46155 0.5958
H 2.54545 -2.47595 -0.15252 0.5644
H 0.01332 4.03224 -3.84533 0.5413
H 0.69922 3.80181 3.91160 0.3339
C -1.89064 2.79457 -3.50664 -0.0663
H -0.17785 -0.15874 -0.85683 0.1477
C -0.09694 -2.88575 -0.66335 -0.7153
C 2.96272 -3.27680 0.07084 -1.8044
H -2.82849 1.32469 -0.71239 1.1023
C -0.15140 3.13705 -1.73583 -0.1522
H 2.85326 -3.79371 -0.76485 0.5245
C 2.25534 -3.89633 1.12034 -0.0345
H 2.74925 -5.03294 1.33143 0.2162
H 2.13783 3.07902 3.55595 0.2451
```

Its gap between HOMO and LUMO is 8.16 eV. The LUMO energy is -0.498 eV. Its SMILES is CCOCCCNC(=O)c1cc(C)nn1-c1ccccc1.



Entry ii
DFT (ωB97M-V/def2-TZVPD) results for the molecule C16H21N3O2.

```
42
Properties=species:S:1:pos:R:3:mulliken_charge:R:1
C -0.41163 -1.36532 0.34879 -0.5973
H 2.65836 3.41284 -2.32293 0.2828
C 0.34227 -3.73403 1.65035 -0.8946
C 1.72455 1.18676 -0.50271 -1.2265
N 0.66053 2.02701 -0.96713 0.5846
C 2.21128 0.21080 -1.58860 0.2089
C -2.01845 -0.99525 2.34189 -0.8852
H 1.71235 4.91967 -2.31257 0.3384
H -0.74604 -3.39678 4.32030 0.3530
H 1.36771 0.61741 0.35837 0.4495
H 0.11925 -0.29892 -1.98951 0.4073
H -1.22804 -1.07044 4.35058 0.3052
H 1.28725 -0.99098 -3.12908 0.2956
C 1.95237 4.01812 -1.75805 -1.2639
C -0.96989 -1.72873 1.55879 0.1640
O 1.18426 -1.99857 -1.41304 -0.4725
N -0.51123 3.64270 -1.83543 -0.7815
H 0.63851 -4.64866 2.14256 0.4215
C 0.91528 -3.38006 0.44148 -0.5380
H 3.04661 0.42048 -3.34308 0.3883
H -2.17735 -3.77193 3.35793 0.2778
O 2.72396 0.99759 -2.64256 -0.4748
H 3.01611 -0.40212 -1.14911 0.3338
H -0.72967 -0.44874 -0.12384 0.7380
C -1.30147 2.61583 -1.44647 0.4374
H -3.20003 3.46978 -1.07905 0.3007
C -1.92886 -1.63751 3.73552 -0.6824
H -3.03733 2.69476 -2.65182 0.2758
C 0.70763 3.25282 -1.53291 1.0674
C -2.77497 2.61351 -1.59868 -1.0688
H 2.56192 1.82261 -0.20726 0.4150
C 1.10770 -0.75830 -2.07281 -0.6534
H 2.40739 4.29543 -0.80712 0.2920
H -1.85145 0.08151 2.36172 0.2918
H -2.99979 -1.17269 1.89319 0.3134
C 0.54914 -2.20318 -0.21181 0.7634
H -2.89016 -1.65523 4.24681 0.3197
C -1.36795 -3.04896 3.49517 -0.8634
C -0.60139 -2.89793 2.21368 0.3782
H -3.18239 1.69404 -1.18841 0.2637
N -0.62378 1.61992 -0.91879 -0.7322
H 1.65745 -4.00925 -0.02433 0.4671
```

Its gap between HOMO and LUMO is 8.69 eV. The LUMO energy is 0.637 eV. Its SMILES is Cc1nc(C)n(C[C@H](O)COc2ccc3c(c2)CCC3)n1.



Stability, lowest: entry i



Entry i
DFT (ωB97M-V/def2-TZVPD) results for a cluster of 2 separate species, C2H4N2P2 in total.

```
10
Properties=species:S:1:pos:R:3:mulliken_charge:R:1
C -0.84281 0.13871 -0.80824 -0.3107
P 1.94717 2.02931 -0.30746 0.0531
P -0.02957 -1.07613 1.28061 -0.1215
H 2.33955 1.76014 1.05713 0.0672
N -1.81685 -0.75826 -0.53910 -0.5322
H 2.65219 0.77600 -0.40928 0.0842
H -1.09523 0.87101 -1.43726 0.4568
N -1.39713 -1.52905 0.46556 0.1138
C 0.07199 0.19953 0.15153 -0.0366
H -1.82930 -2.41127 0.54652 0.2257
```

Its gap between HOMO and LUMO is 8.10 eV. The LUMO energy is -0.848 eV.



Entry ii
DFT (ωB97M-V/def2-TZVPD) results for the molecule C2H4N2P2.

```
10
Properties=species:S:1:pos:R:3:mulliken_charge:R:1
N -0.66886 0.47576 0.20976 -0.1911
P -2.25593 0.28550 -0.05083 -0.1930
P 2.01500 0.90452 0.07579 -0.1138
H 2.77991 -1.31675 -0.23769 0.3907
H -2.04523 -1.12918 -0.40391 0.1145
N 0.67116 -1.51706 -0.12230 -0.3743
C 0.30954 1.22936 -0.09268 0.0542
H -0.09942 2.20471 -0.54451 0.3275
C 1.78429 -0.94761 -0.21434 -0.0930
H -2.49044 -0.18925 1.38071 0.0785
```

Its gap between HOMO and LUMO (spin up / spin down) is 7.12 / 5.77 eV. The LUMO energy (spin up / spin down) is -0.938 / -2.057 eV.



Stability, lowest: entry ii



Entry i
DFT (ωB97M-V/def2-TZVPD) results for a cluster of 2 separate species, C6H8OS2 in total.

```
17
Properties=species:S:1:pos:R:3:mulliken_charge:R:1
H -2.78225 2.38250 -1.21751 0.3079
C 3.62179 -1.12604 0.71612 -0.6381
H 3.25373 -2.11697 0.84514 0.3134
S 2.45092 0.32740 0.61443 0.3411
C -3.63100 0.97515 0.29605 -0.2180
C 3.26683 -0.57696 -0.73982 -0.4816
C -2.67765 1.44518 -0.62064 -0.5180
H -4.53768 1.52035 0.48043 0.3752
H 4.63692 -0.88188 0.99463 0.3106
H -3.95270 -0.82746 1.47021 0.3972
H 4.05751 -0.07104 -1.23931 0.3085
H -0.80291 0.74178 -1.31086 0.5054
S -1.79399 -0.79223 0.22195 -0.0667
C -3.27208 -0.22605 0.89207 -0.5226
H 2.67186 -1.26532 -1.38354 0.2718
C -1.59891 0.59711 -0.69930 -0.2544
O 1.08960 -0.10551 0.67995 -0.4314
```

Its gap between HOMO and LUMO is 9.18 eV. The LUMO energy is 0.735 eV.



Entry ii
DFT (ωB97M-V/def2-TZVPD) results for a cluster of 2 separate species, C6H8OS2 in total.

```
17
Properties=species:S:1:pos:R:3:mulliken_charge:R:1
C 1.85970 1.47885 0.69637 -1.0087
H -2.48581 0.40753 -1.31744 0.2515
H 2.90417 1.90933 0.67514 0.3187
O -2.22060 2.21742 0.50372 -0.4362
S -2.49014 0.81088 1.01746 0.3367
H 3.24505 -0.50314 -1.27071 0.4655
C 1.66283 0.08592 0.14602 0.6207
H -0.26564 -2.77034 0.51612 0.3567
H 1.03415 2.05339 0.13008 0.2308
H -2.78519 -1.17657 -0.45436 0.2999
H -3.99462 -0.24425 -0.78426 0.4189
C 0.58750 -0.72572 0.58205 -0.3031
S 1.68220 -2.29499 -0.97855 -0.1462
C -3.01121 -0.15394 -0.53277 -0.8656
C 2.41521 -0.72365 -0.70909 -0.5330
C 0.33650 -1.90619 0.06726 -0.3200
H 1.52589 1.53547 1.71296 0.3135
```

Its gap between HOMO and LUMO (spin up / spin down) is 8.06 / 8.19 eV. The LUMO energy (spin up / spin down) is -0.881 / -0.705 eV.



Stability, lowest: entry ii



Entry i
DFT (ωB97M-V/def2-TZVPD) results for a structure of composition CH4CsO.

```
7
Properties=species:S:1:pos:R:3:mulliken_charge:R:1
H -0.24685 1.45225 0.08011 0.4061
H 1.12447 0.53697 0.41817 0.4455
O -0.66727 -0.34176 1.10631 -0.4509
H -0.50434 -1.28332 1.19851 0.2988
H 0.32131 -0.22334 -0.68822 0.7325
Cs -0.09985 -0.55403 -2.27577 1.0223
C 0.07253 0.41323 0.16090 -1.4543
```

Its gap between HOMO and LUMO is 10.43 eV. The LUMO energy is -4.029 eV. As for the total charge: +1.



Entry ii
DFT (ωB97M-V/def2-TZVPD) results for a structure of composition CH4CsO.

```
7
Properties=species:S:1:pos:R:3:mulliken_charge:R:1
H 1.60338 0.22663 0.84725 0.3232
H -0.51696 0.40164 1.11400 0.3833
C -0.19897 -0.27674 0.32231 -0.1996
H -0.29118 -1.33061 0.58493 0.2578
H -0.80140 -0.11280 -0.57117 -0.2744
Cs -0.87233 0.92608 -2.34375 1.0311
O 1.07746 0.16580 0.04643 -0.5213
```

Its gap between HOMO and LUMO is 11.00 eV. The LUMO energy is -3.757 eV. As for the total charge: +1.



Stability, lowest: entry i